Record 1
The following is a quantum chemistry calculation of a molecular structure, C3H3N2O2, from the Open Molecules 2025 dataset.

The geometry in XYZ format:
```
10
Properties=species:S:1:pos:R:3:forces:R:3:lowdin_spin:R:1
C 0.511509 0.510238 -0.052055 2.21 -0.07 -1.75 0.334
C 1.273887 -0.624616 -0.096145 -0.08 -1.90 -0.12 0.233
C 1.837406 0.836717 -0.100263 1.49 1.88 1.05 0.210
N -1.941144 -0.421309 0.235677 0.49 -1.25 -0.90 0.136
N -1.305184 0.833394 0.361452 -2.20 -1.06 1.54 0.559
O 1.402711 -1.835762 -0.284199 0.06 1.37 0.29 0.252
O 2.780357 1.630907 -0.091611 -1.24 -1.57 -0.32 0.203
H -1.793390 -1.036870 1.025077 -0.13 0.91 1.17 0.009
H -1.474537 -1.100585 -0.429245 -0.27 1.44 -0.40 0.028
H -1.291615 1.207887 -0.568688 -0.34 0.26 -0.55 0.035
```
Forces are in eV/Å.

Computed properties:
**HOMO-LUMO gap (alpha / beta)**: 5.00 / 7.37 eV
**Total charge**: -1
**2S+1**: 3
**LUMO energy (alpha / beta)**: 4.43 / 2.78 eV

=====

Record 2
The following is a quantum chemistry calculation of 2 unconnected molecules or ions with the total composition C6H12O, from the Open Molecules 2025 dataset.

The geometry in XYZ format:
```
19
Properties=species:S:1:pos:R:3:forces:R:3:lowdin_charge:R:1
C 3.242738 -0.281930 0.344672 0.04 0.02 0.12 -0.089
C 2.133534 0.377869 -0.482997 0.08 -0.61 -0.20 -0.516
O 1.539348 1.414203 0.069583 0.17 0.35 0.02 -0.163
C -0.376338 0.030194 0.226833 -0.30 -0.05 0.13 0.108
C -1.739726 -0.299990 0.554404 0.14 -0.04 0.09 -0.284
C -2.705151 -0.621987 -0.593096 -0.06 -0.16 -0.12 -0.108
C -2.851137 0.661867 0.110417 -0.09 0.20 0.07 -0.102
H 3.619343 -1.195011 -0.130869 -0.10 0.12 0.04 0.068
H 4.079501 0.414019 0.466964 -0.13 -0.08 -0.03 0.070
H 2.872009 -0.527105 1.346519 0.04 0.00 -0.13 0.069
H 1.299699 -0.482475 -0.628750 0.40 0.36 0.00 0.120
H 2.464764 0.529288 -1.534120 -0.17 0.05 0.15 0.118
H -0.156320 0.630560 -0.641322 -0.15 -0.17 0.02 0.073
H 0.399592 -0.133425 0.955204 -0.12 -0.07 -0.10 0.068
H -1.915429 -0.829479 1.485868 0.02 0.09 -0.15 0.133
H -2.288967 -0.626453 -1.595675 -0.02 0.01 0.18 0.109
H -3.418107 -1.414389 -0.387371 0.12 0.13 -0.04 0.106
H -2.535447 1.573301 -0.386340 -0.01 -0.15 0.08 0.111
H -3.663908 0.780935 0.820080 0.13 -0.01 -0.13 0.107
```
Forces are in eV/Å.

Computed properties:
**HOMO-LUMO gap (alpha / beta)**: 8.66 / 7.28 eV
**Total charge**: 0
**LUMO energy (alpha / beta)**: -0.30 / -0.79 eV

=====

Record 3
The following is a quantum chemistry calculation of a molecular structure, C16H29OTi, from the Open Molecules 2025 dataset.

The geometry in XYZ format:
```
47
Properties=species:S:1:pos:R:3:forces:R:3:lowdin_spin:R:1
C -2.989738 -2.925049 1.297911 0.48 0.32 -0.24 0.001
H -2.607017 -3.940294 1.358786 -0.21 -0.15 0.06 0.000
H -4.029529 -2.969563 0.947582 0.33 0.17 0.08 0.000
H -2.965229 -2.505519 2.317986 -0.03 -0.10 -0.52 0.000
C -2.065941 -2.150295 0.299265 0.27 0.03 0.20 0.003
H -1.843000 -1.141758 0.739428 -0.26 -0.04 -0.31 0.001
H -1.083577 -2.642898 0.235686 -0.09 -0.22 0.32 0.000
C -2.561011 -2.052619 -1.151723 -0.20 0.24 -0.29 0.000
H -1.717685 -1.831645 -1.844682 -0.28 0.10 0.18 0.000
H -2.966405 -3.015875 -1.528106 0.18 0.57 0.40 0.000
H -3.328868 -1.264874 -1.282922 0.30 -0.56 0.03 0.000
C 1.216814 1.973674 -0.577652 -1.03 0.92 0.55 0.001
C 0.067054 1.959264 -1.476892 -0.65 0.87 1.80 0.009
C -1.132075 1.815941 -0.648271 1.24 1.25 0.68 0.004
C -0.712168 1.690915 0.726521 0.38 1.49 -0.82 0.006
C 0.735902 1.783710 0.781577 -0.68 1.21 -0.89 0.008
C 1.539709 1.895000 2.037202 0.23 -0.31 0.45 0.004
C -1.598110 1.644596 1.923045 -0.45 -0.51 0.50 -0.001
C -2.536060 1.742492 -1.121150 -0.43 -0.22 -0.28 0.000
C 0.115567 1.899163 -2.953502 -0.03 -0.12 -0.57 0.008
C 2.642072 2.143849 -0.958566 0.73 -0.14 -0.26 0.001
Ti 0.215745 0.126386 -0.499562 -0.74 -3.88 -0.20 0.929
H -1.096313 1.181741 2.787973 -0.20 0.21 -0.31 0.000
H -1.914661 2.657717 2.230833 0.23 -0.34 -0.25 0.000
H -2.513254 1.065512 1.734629 0.19 0.21 0.03 0.000
H 1.012856 1.417839 2.873235 0.20 0.15 -0.15 0.000
H 2.520016 1.414839 1.949133 -0.12 0.27 -0.01 0.000
H 1.737261 2.939706 2.331248 -0.25 -0.29 -0.32 0.001
H 2.827221 1.716050 -1.953085 0.13 0.11 0.26 0.000
H 2.959336 3.203870 -1.006280 -0.40 -0.44 0.10 0.001
H 3.298039 1.645070 -0.227191 -0.13 0.19 -0.34 0.000
H -0.738911 1.334532 -3.349874 0.24 0.15 -0.04 0.001
H 0.073203 2.902178 -3.390360 0.05 -0.10 0.03 0.002
H 1.046619 1.426679 -3.288722 -0.19 0.12 -0.12 0.001
H -3.100217 0.949948 -0.608248 0.09 0.25 -0.13 0.000
H -3.051365 2.692779 -0.923778 0.14 -0.19 -0.01 0.000
H -2.580630 1.564996 -2.200970 -0.10 0.03 0.22 0.000
C 2.277560 -1.463069 1.538049 0.22 -0.28 0.93 0.006
C 2.368893 -1.757836 0.104824 0.19 0.16 -1.62 0.006
C 3.301235 -2.781952 -0.432668 0.60 0.30 0.02 0.001
O 1.718913 -1.069463 -0.748621 0.85 -1.19 1.11 0.003
H 2.923295 -2.187996 2.047628 -0.34 0.35 0.26 0.001
H 1.251483 -1.520616 1.957932 0.37 -0.05 -0.37 0.002
H 2.643445 -0.438319 1.748072 -0.07 -0.58 -0.24 0.001
H 2.787932 -3.709955 -0.709798 -0.21 0.13 0.07 0.000
H 3.744291 -2.374384 -1.350773 -0.16 -0.19 0.09 0.000
H 4.107303 -3.044469 0.264852 -0.37 0.10 -0.07 0.000
```
Forces are in eV/Å.

Computed properties:
**HOMO-LUMO gap (alpha / beta)**: 8.16 / 8.32 eV
**Total charge**: +2
**2S+1**: 2
**LUMO energy (alpha / beta)**: -8.18 / -8.02 eV

=====

Record 4
The following is a quantum chemistry calculation of a molecular structure, C12H30F3MgNO9S4, from the Open Molecules 2025 dataset.

The geometry in XYZ format:
```
60
Properties=species:S:1:pos:R:3:forces:R:3:lowdin_charge:R:1
Mg -0.611327 -0.641808 -0.238650 0.36 -0.02 -0.45 1.234
N 1.311571 -2.494404 -4.457947 -2.74 -1.45 -0.07 -0.644
O 1.053396 -1.873519 -5.483290 0.82 0.88 -0.27 -0.020
O 0.770784 -2.161615 -3.363650 0.33 0.96 1.10 -0.100
O 1.811747 -3.614198 -4.476622 1.34 -0.17 -0.20 -0.003
C 4.043701 -2.117751 2.550485 -2.06 3.85 -1.63 -0.306
O 5.204461 -1.793726 1.712936 -1.51 -1.26 1.50 -0.122
O 2.782956 -1.902593 1.822600 2.63 -2.44 1.75 -0.175
C 4.396341 -3.122105 3.718514 1.63 -1.57 -3.25 -0.598
F 3.610392 -3.323369 4.714859 -1.91 0.88 1.36 0.203
F 4.619554 -4.369451 3.221417 -0.05 -0.41 -0.54 0.105
F 5.589054 -2.751082 4.198259 0.23 0.65 0.38 0.141
C 5.705277 -2.787357 0.843005 1.36 1.08 -1.10 -0.243
C 6.843828 -2.012383 0.094367 0.09 -0.19 0.11 -0.070
H 7.525071 -2.641511 -0.478519 -0.17 -0.31 0.04 0.064
H 6.531206 -1.218167 -0.583553 -0.72 -0.27 -0.12 0.061
H 7.466532 -1.448708 0.789076 -0.02 -0.36 0.48 0.066
H 4.961411 -3.155070 0.136210 -0.22 0.09 0.03 0.119
H 6.130018 -3.641733 1.370009 0.02 0.02 0.18 0.106
H 4.012298 -1.197604 3.133954 0.21 0.40 0.55 0.138
C -3.635192 3.242542 3.922775 1.58 0.13 0.59 -0.242
S -2.485767 1.794271 3.790155 -0.49 0.23 -0.93 0.825
O -2.313445 1.550463 2.306278 0.33 0.07 0.80 -0.619
C -0.978384 2.592606 4.434792 0.11 0.48 -0.29 -0.264
H -4.561766 3.117263 3.362531 0.21 -0.32 0.28 0.056
H -3.099741 4.140637 3.614880 -0.02 -0.09 -0.55 0.048
H -3.722648 3.393276 4.998752 -0.71 -0.23 0.06 0.043
H -1.132210 3.019376 5.425907 -0.28 -0.17 0.04 0.053
H -0.664093 3.397585 3.770465 -0.21 0.03 -0.18 0.056
H -0.142770 1.894803 4.488915 -0.35 -0.33 -0.06 0.053
C 3.223527 2.713061 -3.437495 0.45 -0.05 1.07 -0.218
S 2.657214 3.125428 -1.698400 -1.40 -0.06 -0.63 0.825
O 1.611436 2.062950 -1.376061 1.15 0.59 -0.01 -0.623
C 4.089665 2.899668 -0.637534 1.56 -1.06 0.36 -0.279
H 2.310893 2.666501 -4.031663 0.01 -0.18 0.27 0.049
H 3.769582 1.769905 -3.418291 -0.31 -0.13 -0.05 0.054
H 3.878679 3.471392 -3.866225 -0.04 0.23 0.34 0.045
H 4.765158 3.740128 -0.478018 -0.57 0.66 -0.58 0.050
H 4.779895 2.115936 -0.949696 -0.29 -0.34 -0.43 0.050
H 3.835368 2.597016 0.378265 -0.85 0.03 -0.18 0.055
C -3.883080 3.700429 -2.984103 0.41 -0.75 0.20 -0.248
S -3.313575 2.139269 -3.838961 0.55 -0.16 2.80 0.848
O -3.152032 1.139548 -2.656371 -0.63 1.38 -2.01 -0.618
C -4.820890 1.816717 -4.784044 0.75 0.27 1.11 -0.264
H -4.791134 3.533729 -2.404659 -0.36 -0.24 -0.54 0.049
H -3.947707 4.550613 -3.663154 -0.02 -0.13 0.02 0.049
H -3.159703 3.871138 -2.186793 0.44 0.11 -0.41 0.041
H -5.657720 2.071440 -4.133713 -0.20 -0.42 -0.29 0.049
H -4.699460 0.760780 -5.025624 -0.52 0.18 -0.38 0.054
H -4.726158 2.523795 -5.608159 -0.26 -0.37 -0.27 0.052
C -6.053216 -2.770411 -0.333208 0.13 -0.68 0.24 -0.255
S -4.609371 -3.826261 0.120268 0.44 2.86 0.77 0.877
O -3.348375 -2.943855 0.140218 -1.42 -1.09 -0.23 -0.626
C -5.130382 -3.886545 1.865933 0.64 -1.05 0.40 -0.281
H -6.201603 -2.736152 -1.412509 0.11 0.19 0.18 0.048
H -6.008300 -1.801035 0.163191 0.46 0.06 -0.32 0.060
H -6.871864 -3.292066 0.162547 -0.24 -0.12 -0.41 0.036
H -5.178729 -2.987339 2.480079 0.33 0.51 -0.77 0.065
H -4.312442 -4.502646 2.239440 -0.19 -0.08 0.55 0.039
H -6.077932 -4.397798 2.035833 0.09 -0.31 -0.42 0.052
```
Forces are in eV/Å.

Computed properties:
**HOMO-LUMO gap**: 2.93 eV
**Total charge**: 0
**LUMO energy**: -4.22 eV

=====

The calculation returns the following max |F| values, one per record and in order: 0.05624; 0.01262; 0.07696; 0.09063 hartree/bohr.
The calculation returns the following ΔE to the lowest compared entry with this formula, charge and spin values, one per record and in order: 84.93; 122.56; 19.28; 315.55 kcal per mole.